Entry 1:
Here is a 2-piece molecular cluster, C2H5O2S2 overall from the OMol25 dataset. Energies are from ωB97M-V/def2-TZVPD.

```
! wB97M-V def2-TZVPD RIJCOSX def2/J DEFGRID3
* xyz -1 1
S -0.247 2.034 0.299
S -1.448 1.387 -1.291
O -0.060 -2.711 0.950
O 2.087 -2.257 0.361
C 0.518 0.495 0.779
C 0.928 -2.668 0.174
H -0.011 -0.462 0.768
H -0.421 0.850 -1.975
H 0.942 0.599 1.783
H 1.303 0.367 0.024
H 0.696 -2.848 -0.905
*
```

Properties
Energy above the lowest of the compared OMol25 structures with the same formula, charge and spin, kJ/mol: 81.5

Mulliken population analysis, charges in e, atoms 1 to 2: -0.096, -0.226


Entry 2:
Here is C17H38AlCl24N2 as an isolated structure from the OMol25 dataset. Energies are from ωB97M-V/def2-TZVPD.

```
! wB97M-V def2-TZVPD RIJCOSX def2/J DEFGRID3
* xyz -1 1
Cl 1.359 1.698 6.051
Cl -2.296 0.067 -7.392
Cl 1.652 -1.219 5.793
Cl 1.664 4.770 -3.468
Cl -4.760 -0.904 -0.437
Cl -3.325 -4.050 3.029
Cl 6.834 0.322 -6.907
Cl 0.545 3.517 1.361
Cl -1.719 -4.283 -0.198
Cl 5.890 -1.194 -1.205
Cl 0.869 1.961 -1.123
Cl -1.629 -4.044 5.436
Cl -2.288 1.643 -4.904
Cl -5.341 -0.569 -3.304
Cl 7.476 -0.350 -4.110
Cl -5.007 -0.124 4.661
Cl -6.908 -0.629 2.485
Cl -9.645 0.425 -3.257
Cl 8.053 3.301 -2.751
Cl -9.252 0.053 -0.370
Cl 5.560 1.692 -0.731
Cl 0.778 3.432 -5.929
Cl 8.942 3.012 0.047
Cl -3.615 -6.500 0.281
Al 1.078 -1.299 0.705
N -2.263 -1.306 1.414
N 0.924 -3.147 1.052
C 7.942 0.560 -5.546
C -1.983 -3.273 3.877
C -0.084 -0.396 2.110
C -5.855 -0.226 -1.633
C -1.563 -0.378 1.943
C 9.142 3.871 -1.486
C -5.393 -1.131 3.248
C -10.273 0.745 -1.634
C -3.223 0.609 -5.984
C 2.925 -0.615 1.082
C 3.190 -0.674 2.593
C -2.357 0.751 2.540
C 6.477 0.232 -0.350
C -3.332 -4.907 -0.477
C 1.353 3.389 -0.215
C 2.289 0.259 6.504
C 0.425 3.759 -4.229
H -2.256 -2.241 4.059
H 1.100 4.273 -0.784
H 8.930 4.917 -1.309
H 2.505 -0.017 3.139
H -5.874 0.849 -1.511
H 10.159 3.717 -1.822
H -3.526 -0.265 -5.423
H 3.028 -1.688 2.974
H -1.853 1.717 2.536
H 4.207 -0.387 2.905
H 1.667 -3.685 0.615
H 0.403 2.822 -3.687
H 8.924 0.229 -5.861
H -4.598 -1.052 2.511
H -1.667 -2.047 1.047
H 0.135 -0.899 3.065
H 3.086 0.411 0.724
H -4.073 1.175 -6.343
H -3.314 0.843 2.024
H -0.521 4.283 -4.181
H 1.054 -3.329 2.045
H -2.558 0.508 3.586
H 7.938 1.613 -5.294
H 2.419 3.318 -0.036
H 3.300 0.394 6.142
H -6.841 -0.655 -1.511
H 0.605 -1.031 -0.840
H -1.110 -3.347 3.239
H 7.503 0.408 -0.659
H -4.043 -4.215 -0.041
H -10.303 1.818 -1.491
H -5.501 -2.145 3.607
H 6.391 0.044 0.713
H 0.279 0.631 2.247
H 2.251 0.168 7.582
H -3.497 -5.036 -1.540
H -11.256 0.300 -1.556
H 3.652 -1.248 0.558
*
```

Properties
Energy above the lowest of the compared OMol25 structures with the same formula, charge and spin, kJ/mol: 0.0

Mulliken population analysis, charges in e, atoms 1 to 2: -0.161, -0.178


Entry 3:
Here is a 2-piece molecular cluster, C2H5N3O4 overall from the OMol25 dataset. Energies are from ωB97M-V/def2-TZVPD.

```
! wB97M-V def2-TZVPD RIJCOSX def2/J DEFGRID3
* xyz 0 1
O 1.809 1.637 -0.864
O 2.990 0.993 0.765
O 0.092 -2.065 -0.098
O 2.213 -1.828 -0.519
N 2.077 0.923 0.044
N 1.194 -1.290 -0.143
N 1.040 -0.105 0.248
C -2.261 0.065 0.254
C -1.300 0.916 -0.115
H -0.805 1.090 -1.039
H -0.633 -1.518 0.153
H -0.934 1.563 0.587
H -2.714 -0.423 -0.544
H -2.769 0.042 1.271
*
```

Properties
Energy above the lowest of the compared OMol25 structures with the same formula, charge and spin, kJ/mol: 715.5

Mulliken population analysis, charges in e, atoms 1 to 2: -0.521, -0.507


Entry 4:
Here is a 15-piece molecular cluster, C19H58IN6O15 overall from the OMol25 dataset. Energies are from ωB97M-V/def2-TZVPD.

```
! wB97M-V def2-TZVPD RIJCOSX def2/J DEFGRID3
* xyz 1 1
I 2.085 -3.465 2.371
O -2.991 -3.280 1.602
O 3.568 2.881 -0.348
O -5.062 2.321 4.658
O 2.330 -6.023 5.140
O 0.988 5.194 -3.596
O -3.122 -4.498 -1.426
O 5.478 0.507 0.264
O 3.665 6.347 -2.173
O 1.245 1.240 3.752
O -5.569 3.138 1.077
O 5.401 -7.242 4.202
O -2.283 7.315 -8.369
O -0.671 6.836 -5.646
O 1.085 3.491 1.375
O 0.474 -7.563 6.804
N -1.033 -2.308 2.704
N -3.171 1.245 2.040
N 1.688 -1.935 1.063
N 0.416 -0.132 0.027
N -1.494 -0.452 1.216
N -0.652 -1.423 1.746
C -0.927 0.382 0.195
C -0.227 2.226 -3.076
C 2.742 -2.349 -1.299
C -1.419 -4.904 2.538
C 0.114 1.715 -4.527
C 1.009 2.644 -5.476
C -0.365 0.314 -5.054
C -1.238 -0.627 -4.163
C -1.572 -0.127 -2.739
C 0.557 -1.223 0.964
C 2.826 -1.587 0.108
C -1.917 -3.389 2.241
C -1.377 -1.724 4.027
C -2.139 1.722 3.007
C 2.321 -3.893 -1.217
C -1.503 1.583 -0.665
C -2.922 -0.124 1.525
C 1.809 -1.654 -2.404
C -1.073 1.269 -2.203
H 1.923 2.969 -4.868
H -0.613 -5.245 1.789
H -2.288 -5.639 2.491
H 1.018 5.668 -2.755
H -3.523 -0.237 0.547
H -5.916 3.504 1.901
H -0.272 -8.101 7.096
H -2.191 -0.810 -2.047
H 0.619 3.812 0.593
H 5.699 -7.434 5.099
H 1.225 -3.937 -0.857
H 4.523 -6.859 4.323
H 0.716 -1.733 -2.030
H 3.470 3.825 -0.175
H -4.631 2.095 3.823
H -1.051 -0.627 4.027
H 2.929 -4.450 -0.409
H 3.801 6.922 -2.936
H 1.355 4.298 1.833
H 2.979 -0.448 0.019
H 0.108 5.396 -3.947
H -1.061 1.688 2.632
H -2.368 2.842 3.196
H 2.659 2.562 -0.421
H -2.312 1.202 4.010
H 1.114 0.364 3.367
H -3.388 -0.850 2.296
H -0.106 -0.080 -6.098
H 1.576 -6.597 5.344
H -3.219 7.170 -8.555
H 4.773 1.147 0.438
H 3.535 5.471 -2.560
H 3.817 -2.334 -1.734
H -1.030 7.303 -6.414
H 1.370 1.815 2.986
H -2.511 -1.782 4.254
H -4.002 -4.291 -1.762
H 0.188 7.251 -5.499
H 2.083 -0.579 -2.666
H 2.379 -4.452 -2.210
H -0.818 -2.247 4.874
H 3.795 -1.965 0.616
H -1.627 -1.650 -4.468
H -0.910 -4.972 3.576
H -0.965 2.571 -0.406
H 1.855 -2.291 -3.370
H -3.394 1.928 1.307
H -3.080 -4.037 -0.579
H -6.001 2.170 4.488
H 0.441 3.595 -5.768
H 1.406 2.063 -6.382
H 2.007 -5.456 4.431
H -5.726 2.189 1.159
H -1.843 7.087 -9.197
H 0.124 3.247 -2.691
H 1.054 -7.530 7.576
H 5.870 0.349 1.132
H -2.637 1.680 -0.680
*
```

Mulliken population analysis, charges in e, atoms 1 to 2: 0.314, -0.495


Q: Which E_HOMO values were calculated for the entries above? A: -0.15383, -0.17547, -0.38325, -0.39307, in Ha.